# 1
{"formula": "C7H17NO", "method": "the ωB97M-V functional and the def2-TZVPD basis", "symbols": ["C", "C", "N", "C", "C", "C", "O", "H", "H", "H", "H", "H", "H", "H", "H", "H", "H", "H", "C", "C", "H", "H", "H", "H", "H", "H"], "xyz": [[0.16, -1.29, -1.60], [-0.61, -0.11, -1.01], [-2.04, -0.31, -0.88], [-2.71, -0.01, -2.14], [-2.56, 0.41, 0.22], [-2.00, 0.11, 1.59], [-3.31, 1.35, 0.06], [0.46, -1.11, -2.62], [-0.25, -2.29, -1.52], [1.11, -1.42, -1.13], [-0.19, 0.11, -0.03], [-0.27, 0.75, -1.59], [-3.78, -0.07, -2.11], [-2.52, 1.05, -2.38], [-2.15, -0.46, -2.96], [-1.37, -0.77, 1.64], [-1.40, 0.96, 1.89], [-2.81, -0.15, 2.27], [3.11, 1.16, 1.44], [3.45, -0.32, 1.59], [3.74, 1.63, 2.20], [3.23, 1.69, 0.50], [2.11, 1.41, 1.80], [2.70, -1.01, 1.18], [3.60, -0.66, 2.61], [4.28, -0.64, 0.96]], "lowdin_charge": [-0.078, -0.245, -0.123, -0.064, -0.493, -0.008, 0.080, 0.064, 0.077, 0.048, 0.098, 0.123, 0.089, 0.091, 0.087, 0.076, 0.087, 0.088, -0.170, -0.178, 0.062, 0.062, 0.053, 0.047, 0.062, 0.063], "e_lumo_ha": 0.03048, "e_homo_ev": -9.28, "mol_weight_g_mol": 131.2, "relative_energy_kj_mol": 164.5, "orbital_gap_ha": 0.3715, "e_tot_ev": -11071.433, "smiles": "CCN(C)C(C)=O.CC", "total_charge": 0}

# 2
{"formula": "C7H17NO", "method": "the ωB97M-V functional and the def2-TZVPD basis", "symbols": ["C", "C", "N", "C", "C", "C", "O", "H", "H", "H", "H", "H", "H", "H", "H", "H", "H", "H", "C", "C", "H", "H", "H", "H", "H", "H"], "xyz": [[-2.64, -2.29, 0.48], [-1.33, -1.97, -0.44], [-0.75, -0.62, -0.14], [-1.06, 0.00, 1.09], [0.69, -0.84, -0.34], [0.99, -0.53, -1.75], [1.53, -0.69, 0.51], [-2.34, -2.56, 1.53], [-3.26, -3.09, 0.21], [-3.10, -1.39, 0.36], [-0.88, -2.79, -0.11], [-1.73, -2.17, -1.54], [-2.09, -0.39, 1.63], [-0.39, -0.06, 1.83], [-1.31, 1.09, 0.87], [2.01, -0.48, -1.74], [0.66, -1.13, -2.66], [0.76, 0.58, -1.96], [1.65, 2.77, -0.42], [1.08, 3.46, 0.92], [2.63, 2.35, -0.04], [0.87, 2.09, -0.94], [1.84, 3.50, -1.16], [0.05, 3.11, 0.88], [1.20, 4.55, 0.95], [1.77, 3.07, 1.61]], "lowdin_charge": [-0.083, -0.175, -0.117, -0.106, -0.490, -0.019, 0.114, 0.097, 0.047, 0.013, 0.041, 0.153, 0.129, 0.031, 0.101, 0.039, 0.109, 0.090, -0.142, -0.131, 0.081, 0.061, 0.024, 0.039, 0.065, 0.030], "e_lumo_ha": 0.03367, "e_homo_ev": -9.27, "mol_weight_g_mol": 131.2, "relative_energy_kj_mol": 468.2, "orbital_gap_ha": 0.3742, "e_tot_ev": -11068.285, "smiles": "CCN(C)C(C)=O.CC", "total_charge": 0}

# 3
{"formula": "C7H17NO", "method": "the ωB97M-V functional and the def2-TZVPD basis", "symbols": ["C", "C", "C", "C", "C", "C", "C", "N", "O", "H", "H", "H", "H", "H", "H", "H", "H", "H", "H", "H", "H", "H", "H", "H", "H", "H"], "xyz": [[1.74, -0.55, -0.14], [-0.24, -0.22, -0.30], [-0.27, 0.73, 0.76], [-2.16, 1.13, 0.86], [2.57, 0.56, -0.75], [-0.54, 0.20, -1.72], [-2.96, -0.03, 1.41], [1.90, -1.76, -0.89], [2.20, -0.74, 1.19], [1.67, -1.44, 1.59], [-0.67, -1.19, -0.04], [2.88, -2.05, -0.91], [1.37, -2.52, -0.49], [0.21, 1.69, 0.57], [-0.09, 0.34, 1.76], [-2.13, 1.98, 1.54], [-2.55, 1.49, -0.09], [2.26, 0.77, -1.77], [3.64, 0.29, -0.79], [2.51, 1.47, -0.15], [0.02, -0.43, -2.42], [-1.60, 0.08, -1.95], [-0.26, 1.24, -1.90], [-2.45, -0.50, 2.25], [-3.95, 0.28, 1.76], [-3.12, -0.80, 0.64]], "lowdin_charge": [-0.534, -0.280, -0.117, -0.166, -0.040, -0.088, -0.162, 0.052, -0.029, 0.092, 0.117, 0.083, 0.072, 0.096, 0.091, 0.068, 0.070, 0.078, 0.088, 0.079, 0.073, 0.074, 0.082, 0.068, 0.068, 0.063], "e_lumo_ha": 0.03057, "e_homo_ev": -7.93, "mol_weight_g_mol": 131.2, "relative_energy_kj_mol": 303.3, "orbital_gap_ha": 0.3220, "e_tot_ev": -11069.995, "total_charge": 0}

# 4
{"formula": "C7H17NO", "method": "the ωB97M-V functional and the def2-TZVPD basis", "symbols": ["C", "C", "C", "C", "C", "C", "C", "N", "O", "H", "H", "H", "H", "H", "H", "H", "H", "H", "H", "H", "H", "H", "H", "H", "H", "H"], "xyz": [[-0.23, -0.80, -0.46], [-0.05, 0.51, -0.04], [1.76, -0.56, 1.09], [-0.88, -1.90, 0.31], [-2.21, 0.19, -1.46], [-0.74, 1.09, 1.16], [0.62, 1.51, -0.93], [2.78, 0.39, 1.28], [0.47, -1.20, -1.56], [0.23, -2.11, -1.79], [2.50, 1.22, 1.78], [3.29, 0.63, 0.45], [2.09, -1.42, 0.51], [1.26, -0.84, 2.01], [-1.56, -2.45, -0.35], [-0.13, -2.61, 0.67], [-1.45, -1.54, 1.16], [-3.03, -0.07, -0.78], [-2.21, 1.24, -1.72], [-2.18, -0.44, -2.35], [0.95, 1.09, -1.87], [-0.02, 1.68, 1.75], [-1.17, 0.35, 1.82], [-1.53, 1.77, 0.85], [-0.06, 2.34, -1.13], [1.49, 1.93, -0.41]], "lowdin_charge": [-0.454, -0.380, -0.141, -0.025, -0.017, -0.053, -0.043, -0.027, 0.029, 0.114, 0.066, 0.073, 0.069, 0.070, 0.092, 0.090, 0.079, -0.005, -0.007, -0.005, 0.084, 0.082, 0.071, 0.086, 0.083, 0.069], "e_lumo_ha": [0.02727, 0.02680], "e_homo_ev": [-5.65, -6.33], "mol_weight_g_mol": 131.2, "relative_energy_kj_mol": 555.2, "orbital_gap_ha": [0.2348, 0.2594], "e_tot_ev": -11067.384, "total_charge": 0}

# 5
{"formula": "C7H17NO", "method": "the ωB97M-V functional and the def2-TZVPD basis", "symbols": ["C", "N", "C", "C", "C", "O", "C", "C", "C", "H", "H", "H", "H", "H", "H", "H", "H", "H", "H", "H", "H", "H", "H", "H", "H", "H"], "xyz": [[0.85, -1.84, 1.90], [1.57, -1.27, 0.78], [0.74, -0.59, -0.29], [1.48, -0.79, -1.61], [0.53, 0.90, 0.01], [0.95, 1.30, 1.29], [-1.00, 1.32, -0.24], [-1.38, 1.21, -1.71], [-2.01, 0.59, 0.64], [0.13, -2.58, 1.52], [0.29, -1.13, 2.53], [1.55, -2.37, 2.54], [2.28, -0.63, 1.11], [-0.19, -1.15, -0.32], [1.70, -1.85, -1.74], [0.89, -0.45, -2.45], [2.43, -0.26, -1.59], [1.14, 1.50, -0.67], [0.38, 0.89, 1.95], [-1.02, 2.38, 0.04], [-2.37, 1.65, -1.88], [-0.67, 1.75, -2.34], [-1.42, 0.18, -2.04], [-3.01, 0.98, 0.45], [-1.79, 0.73, 1.70], [-2.03, -0.48, 0.43]], "lowdin_charge": [-0.141, -0.090, -0.336, -0.057, -0.318, -0.027, -0.360, -0.078, -0.069, 0.080, 0.065, 0.078, 0.106, 0.121, 0.076, 0.066, 0.081, 0.143, 0.069, 0.134, 0.078, 0.079, 0.075, 0.080, 0.073, 0.072], "e_lumo_ha": 0.03489, "e_homo_ev": -8.57, "mol_weight_g_mol": 131.2, "relative_energy_kj_mol": 112.3, "orbital_gap_ha": 0.3499, "e_tot_ev": -11071.974, "smiles": "CN[C@H](C)[C@H](O)C(C)C", "total_charge": 0}

# 6
{"formula": "C7H17NO2P", "method": "the ωB97M-V functional and the def2-TZVPD basis", "symbols": ["C", "C", "O", "C", "O", "P", "C", "N", "C", "C", "C", "H", "H", "H", "H", "H", "H", "H", "H", "H", "H", "H", "H", "H", "H", "H", "H", "H"], "xyz": [[-0.20, -3.26, -1.86], [-0.90, -2.61, -0.68], [-2.19, -2.13, -0.93], [-0.63, -3.32, 0.60], [-1.63, -3.42, 1.55], [0.32, -1.32, 0.51], [-0.44, 0.55, 1.12], [0.33, 1.66, 0.45], [0.34, 1.91, -1.04], [-0.02, 2.95, 1.09], [1.74, 1.45, 0.78], [-0.13, -4.32, -1.96], [-0.52, -2.87, -2.81], [0.81, -3.08, -1.89], [-2.80, -2.53, -0.29], [0.20, -4.05, 0.39], [-1.37, -3.87, 2.35], [-0.36, 0.88, 2.12], [-1.41, 0.54, 0.85], [0.99, 2.81, -1.14], [0.71, 1.06, -1.67], [-0.64, 2.13, -1.48], [0.11, 2.95, 2.24], [0.51, 3.86, 0.78], [-1.14, 3.09, 0.94], [2.23, 2.39, 0.72], [1.85, 1.21, 1.92], [2.37, 0.68, 0.23]], "lowdin_charge": [-0.045, -0.609, -0.002, -0.313, 0.001, 1.062, -0.257, -0.434, 0.000, -0.045, -0.113, 0.086, 0.089, 0.042, 0.107, 0.144, 0.111, 0.064, 0.036, 0.117, 0.116, 0.109, 0.141, 0.113, 0.139, 0.083, 0.148, 0.110], "e_lumo_ha": -0.11742, "e_homo_ev": -11.42, "mol_weight_g_mol": 178.2, "relative_energy_kj_mol": 478.6, "orbital_gap_ha": 0.3022, "e_tot_ev": -22397.319, "smiles": "C[C@@]1(O)[C@H](O)P1C[N+](C)(C)C", "total_charge": 1}

# 7
{"formula": "C7H17NO4S", "method": "the ωB97M-V functional and the def2-TZVPD basis", "symbols": ["C", "C", "O", "S", "C", "O", "O", "H", "H", "H", "H", "H", "H", "H", "H", "C", "C", "N", "H", "H", "H", "C", "C", "O", "H", "H", "H", "H", "H", "H"], "xyz": [[-0.50, 1.80, 2.86], [-1.20, 0.60, 2.28], [-2.61, 0.95, 2.11], [-3.45, -0.12, 1.33], [-5.04, 0.61, 1.54], [-3.08, -0.05, -0.05], [-3.37, -1.36, 2.02], [0.55, 1.56, 3.01], [-0.95, 2.09, 3.81], [-0.52, 2.64, 2.18], [-0.79, 0.36, 1.29], [-1.13, -0.27, 2.93], [-5.41, 0.31, 2.51], [-5.66, 0.21, 0.74], [-4.92, 1.69, 1.49], [-1.12, -2.10, -1.93], [0.06, -1.39, -1.52], [1.00, -0.82, -1.19], [-0.94, -3.17, -2.05], [-1.51, -1.67, -2.86], [-1.92, -1.96, -1.21], [5.64, 0.41, -2.33], [4.18, 0.04, -2.16], [4.11, -1.15, -1.41], [5.73, 1.48, -2.52], [6.09, -0.10, -3.19], [6.21, 0.13, -1.45], [3.69, -0.09, -3.14], [3.64, 0.85, -1.66], [3.21, -1.49, -1.44]], "lowdin_charge": [-0.068, -0.246, -0.265, 0.547, -0.112, -0.284, -0.270, 0.087, 0.082, 0.083, 0.111, 0.121, 0.075, 0.075, 0.074, -0.060, -0.251, 0.159, 0.087, 0.092, 0.064, -0.096, -0.355, -0.101, 0.069, 0.069, 0.074, 0.106, 0.100, 0.031], "e_lumo_ha": 0.01912, "e_homo_ev": -9.54, "mol_weight_g_mol": 211.3, "relative_energy_kj_mol": 110.1, "orbital_gap_ha": 0.3699, "e_tot_ev": -28049.119, "smiles": "CCOS(C)(=O)=O.CC#N.CCO", "total_charge": 0}

# 8
{"formula": "C7H17NO4S", "method": "the ωB97M-V functional and the def2-TZVPD basis", "symbols": ["C", "C", "N", "C", "C", "C", "C", "O", "C", "S", "O", "O", "O", "H", "H", "H", "H", "H", "H", "H", "H", "H", "H", "H", "H", "H", "H", "H", "H", "H"], "xyz": [[-1.04, -2.37, 0.59], [-0.18, -1.66, -0.45], [0.06, -0.26, -0.07], [-1.14, 0.59, -0.11], [-1.62, 0.97, 1.28], [1.31, 0.34, -0.73], [1.48, -0.06, -2.17], [1.26, 1.72, -0.63], [1.79, 2.35, 0.54], [2.61, -0.47, 0.38], [2.73, -1.80, -0.16], [1.84, -0.43, 1.65], [3.80, 0.33, 0.37], [-0.57, -2.32, 1.56], [-2.04, -1.96, 0.65], [-1.13, -3.42, 0.31], [-0.65, -1.69, -1.43], [0.79, -2.16, -0.49], [0.50, -0.32, 0.93], [-0.90, 1.50, -0.67], [-1.93, 0.06, -0.65], [-1.87, 0.09, 1.87], [-0.85, 1.52, 1.81], [-2.50, 1.60, 1.21], [2.28, 0.56, -2.58], [1.79, -1.10, -2.23], [0.58, 0.11, -2.76], [1.35, 3.35, 0.54], [2.87, 2.40, 0.48], [1.52, 1.82, 1.45]], "lowdin_charge": [-0.049, -0.194, -0.090, -0.165, -0.045, -0.496, 0.007, -0.126, -0.064, 0.525, -0.316, -0.327, -0.280, 0.089, 0.070, 0.085, 0.133, 0.101, 0.098, 0.130, 0.127, 0.074, 0.078, 0.084, 0.106, 0.083, 0.097, 0.099, 0.087, 0.078], "e_lumo_ha": 0.02129, "e_homo_ev": -9.81, "mol_weight_g_mol": 211.3, "relative_energy_kj_mol": 105.1, "orbital_gap_ha": 0.3820, "e_tot_ev": -28049.172, "smiles": "CC[NH+](CC)[C@@](C)(OC)S(=O)(=O)[O-]", "total_charge": 0}